# 1
# C5H11N

C5H11N in the gas phase (the ωB97M-V functional and the def2-TZVPD basis, OMol25).

E_LUMO	1.043	eV
relative energy (zero: lowest compared OMol25 entry of this formula, charge and spin)	102.8	kJ/mol
electronic energy	-6852.4634	eV
SMILES string	C=C(N)CCC
gap between HOMO and LUMO	0.3711	Ha
spin multiplicity	1
E_HOMO	-9.054	eV

Element x y z (Å)
C (2.303, 0.901, -0.014)
C (1.280, 0.098, 0.252)
N (1.357, -1.301, -0.103)
C (-0.036, 0.580, 0.844)
C (-1.159, 0.612, -0.188)
C (-1.896, -0.682, -0.566)
H (2.359, 1.850, 0.501)
H (3.083, 0.506, -0.649)
H (0.758, -1.452, -0.909)
H (0.978, -1.865, 0.651)
H (0.034, 1.584, 1.252)
H (-0.117, -0.089, 1.709)
H (-0.769, 0.992, -1.120)
H (-1.882, 1.317, 0.162)
H (-2.862, -0.492, -1.022)
H (-2.128, -1.197, 0.373)
H (-1.302, -1.360, -1.172)



# 2
# C22H38CaO3P2S

A molecular structure, C22H38CaO3P2S (the ωB97M-V functional and the def2-TZVPD basis, OMol25).

E_LUMO (alpha / beta)	0.054 / 0.023	eV
relative energy (zero: lowest compared OMol25 entry of this formula, charge and spin)	313.5	kJ/mol
electronic energy	-77417.7390	eV
gap between HOMO and LUMO (alpha / beta)	0.1216 / 0.1229	Ha
spin multiplicity	1
E_HOMO (alpha / beta)	-3.255 / -3.321	eV

Element x y z (Å)
P (0.390, 0.651, 2.409)
P (-0.549, 0.616, -1.833)
C (1.102, 0.767, 0.729)
C (0.351, 1.479, -0.449)
H (1.834, -0.037, 0.434)
H (1.846, 1.509, 0.999)
H (-0.414, 2.104, 0.053)
H (1.046, 2.183, -0.934)
C (0.839, -0.400, -2.574)
H (0.432, -1.315, -3.049)
H (1.755, -0.655, -1.953)
H (1.281, 0.207, -3.369)
C (-0.718, 1.859, -3.163)
H (0.195, 1.928, -3.777)
H (-1.000, 2.854, -2.787)
H (-1.536, 1.509, -3.818)
C (1.631, 0.010, 3.512)
H (1.095, -0.462, 4.352)
H (2.228, 0.846, 3.899)
H (2.280, -0.729, 3.018)
C (-0.014, 2.300, 2.921)
H (-0.463, 2.915, 2.126)
H (0.905, 2.798, 3.277)
H (-0.713, 2.230, 3.766)
Ca (0.692, -1.584, -0.438)
C (2.935, 2.548, -1.983)
C (3.550, 1.355, -2.019)
C (4.969, 1.235, -1.579)
C (5.282, 1.519, -0.089)
C (4.132, 1.564, 0.865)
C (3.387, 2.679, 0.994)
C (3.600, 3.908, 0.182)
C (3.546, 3.781, -1.358)
C (-0.927, -0.538, 2.456)
H (2.053, 2.759, -2.610)
H (3.149, 0.520, -2.583)
H (5.596, 1.921, -2.167)
H (5.333, 0.232, -1.823)
H (5.977, 0.744, 0.268)
H (5.855, 2.458, -0.039)
H (4.018, 0.703, 1.527)
H (2.684, 2.841, 1.820)
H (4.567, 4.355, 0.457)
H (2.854, 4.652, 0.490)
H (2.975, 4.644, -1.735)
H (4.567, 3.954, -1.737)
H (-1.526, -0.587, 1.527)
H (-1.595, -0.265, 3.302)
H (-0.552, -1.556, 2.660)
C (-7.758, -4.899, 0.705)
C (-6.414, -4.304, 0.366)
C (-5.403, -4.222, 1.326)
C (-4.125, -3.732, 1.010)
C (-3.854, -3.267, -0.287)
C (-4.873, -3.340, -1.253)
C (-6.140, -3.829, -0.921)
S (-2.192, -2.847, -0.832)
O (-1.216, -3.835, -0.309)
O (-2.294, -2.735, -2.275)
O (-1.774, -1.517, -0.202)
H (-7.676, -5.932, 1.060)
H (-8.230, -4.317, 1.501)
H (-8.415, -4.897, -0.167)
H (-5.636, -4.593, 2.324)
H (-3.328, -3.772, 1.744)
H (-4.666, -3.087, -2.291)
H (-6.928, -3.885, -1.676)



# 3
# C18H27MnN7

A molecular structure, C18H27MnN7 (the ωB97M-V functional and the def2-TZVPD basis, OMol25).

E_LUMO (alpha / beta)	-11.136 / -10.907	eV
total charge	+3
electronic energy	-60831.9347	eV
expectation value of S²	6.0605
gap between HOMO and LUMO (alpha / beta)	0.2622 / 0.2704	Ha
spin multiplicity	5
E_HOMO (alpha / beta)	-18.271 / -18.265	eV

Element x y z (Å)
Mn (-0.279, -0.317, 0.159)
C (2.101, -0.924, -3.477)
C (1.300, -0.509, -2.297)
N (0.888, -1.239, -1.325)
C (0.882, -2.700, -1.336)
C (-0.588, -3.072, -1.510)
N (-1.387, -2.356, -0.486)
C (-1.557, -3.162, 0.744)
C (-1.938, -2.237, 1.872)
N (-0.880, -1.201, 2.007)
C (-1.289, -0.084, 2.910)
C (-2.153, 0.892, 2.132)
N (-1.462, 1.137, 0.854)
C (-1.532, 2.248, 0.202)
C (-2.357, 3.415, 0.602)
C (-0.658, 2.269, -1.000)
C (-0.415, 3.340, -1.839)
C (0.488, 3.167, -2.886)
C (1.112, 1.939, -3.077)
C (0.816, 0.903, -2.206)
N (-0.048, 1.089, -1.202)
H (2.477, -1.939, -3.406)
H (2.955, -0.253, -3.589)
H (1.499, -0.832, -4.386)
H (1.269, -3.060, -0.380)
H (1.490, -3.131, -2.127)
H (-0.726, -4.153, -1.443)
H (-0.923, -2.757, -2.498)
H (-2.311, -2.183, -0.872)
H (-0.607, -3.655, 0.968)
H (-2.302, -3.949, 0.613)
H (-2.061, -2.776, 2.813)
H (-2.884, -1.737, 1.653)
H (-0.064, -1.644, 2.428)
H (-0.384, 0.412, 3.259)
H (-1.820, -0.471, 3.781)
H (-2.284, 1.816, 2.693)
H (-3.145, 0.487, 1.918)
H (-3.298, 3.099, 1.050)
H (-2.576, 4.059, -0.246)
H (-1.816, 4.013, 1.344)
H (-0.907, 4.291, -1.690)
H (0.699, 3.990, -3.556)
H (1.805, 1.796, -3.894)
N (3.615, 0.269, 2.009)
C (3.058, 1.471, 2.356)
C (1.799, 1.450, 1.849)
N (1.582, 0.245, 1.197)
C (2.713, -0.437, 1.318)
H (4.551, -0.037, 2.240)
H (3.593, 2.216, 2.919)
H (1.047, 2.218, 1.911)
H (2.913, -1.420, 0.926)



# 4
# C8H8N2O3

C8H8N2O3 in the gas phase (the ωB97M-V functional and the def2-TZVPD basis, OMol25).

E_LUMO (alpha / beta)	-1.541 / -1.547	eV
relative energy (zero: lowest compared OMol25 entry of this formula, charge and spin)	613.3	kJ/mol
electronic energy	-17541.7928	eV
SMILES string	COC(/C=C(\C)C#N)=C/C(=O)N=O
gap between HOMO and LUMO (alpha / beta)	0.2873 / 0.2874	Ha
spin multiplicity	1
E_HOMO (alpha / beta)	-9.359 / -9.369	eV

Element x y z (Å)
C (-1.937, -2.324, -0.732)
O (-0.600, -2.070, -0.416)
C (0.068, -0.886, -0.413)
C (-0.683, 0.300, -0.492)
C (-0.608, 1.456, 0.220)
C (0.176, 1.743, 1.506)
C (-1.456, 2.467, -0.143)
N (-2.231, 3.280, -0.242)
C (1.418, -0.977, -0.524)
C (2.367, 0.237, -0.524)
O (2.250, 1.304, -1.079)
N (3.077, -0.170, 0.535)
O (3.875, -1.040, 0.808)
H (-2.650, -1.466, -0.395)
H (-2.265, -3.247, -0.140)
H (-2.137, -2.372, -1.826)
H (-1.411, 0.198, -1.256)
H (1.049, 1.170, 1.556)
H (-0.600, 1.599, 2.426)
H (0.447, 2.792, 1.645)
H (1.852, -1.994, -0.515)



# 5
# C16H23BrClNO2

A molecular structure, C16H23BrClNO2 (the ωB97M-V functional and the def2-TZVPD basis, OMol25).

E_LUMO	0.386	eV
relative energy (zero: lowest compared OMol25 entry of this formula, charge and spin)	1483.0	kJ/mol
electronic energy	-105099.4476	eV
gap between HOMO and LUMO	0.2968	Ha
spin multiplicity	1
E_HOMO	-7.691	eV

Element x y z (Å)
C (-5.475, -3.085, -1.298)
C (-4.691, -1.971, -0.670)
C (-3.596, -2.093, 0.131)
C (-3.072, -1.181, 0.813)
C (-3.532, -0.005, 0.546)
C (-4.720, 0.279, -0.090)
C (-5.394, -0.784, -0.637)
H (-6.175, -0.417, -1.555)
Br (-5.329, 2.171, -0.436)
O (-3.077, 1.256, 1.290)
C (-1.834, 1.689, 1.721)
C (-0.908, 1.489, 0.411)
H (-1.129, 1.881, -0.392)
O (0.515, 1.901, 0.863)
C (1.217, 0.916, 1.527)
H (0.802, 0.968, 2.819)
C (2.751, 1.165, 1.661)
N (3.437, 0.836, 0.545)
C (3.120, 1.527, -0.869)
C (4.071, 1.261, -1.742)
C (4.371, -0.276, -2.084)
C (4.682, -0.730, -0.470)
C (3.682, -0.426, 0.437)
H (3.913, -0.857, 1.544)
H (2.775, -0.914, -0.176)
H (5.062, -1.878, -0.691)
H (5.726, -0.525, -0.283)
H (5.268, -0.263, -2.737)
H (3.458, -0.837, -2.256)
H (5.033, 1.710, -1.478)
H (3.777, 1.733, -2.865)
H (2.776, 2.459, -0.804)
H (2.116, 0.973, -1.122)
H (2.740, 2.291, 1.622)
H (3.171, 0.862, 2.506)
H (1.137, 0.098, 1.354)
H (-0.767, 0.368, -0.046)
H (-1.497, 0.815, 2.765)
H (-1.772, 2.552, 2.115)
Cl (-1.926, -1.482, 1.972)
H (-3.299, -3.263, 0.456)
H (-5.097, -3.934, -1.052)
H (-6.616, -3.290, -0.935)
H (-5.693, -2.988, -2.411)



# 6
# C24H29ClN4O

A molecular structure, C24H29ClN4O (the ωB97M-V functional and the def2-TZVPD basis, OMol25).

E_LUMO	-0.284	eV
relative energy (zero: lowest compared OMol25 entry of this formula, charge and spin)	2157.8	kJ/mol
electronic energy	-45868.5663	eV
gap between HOMO and LUMO	0.2563	Ha
spin multiplicity	1
E_HOMO	-7.257	eV

Element x y z (Å)
C (-5.488, -4.621, -0.694)
H (-5.745, -5.134, 0.111)
H (-4.295, -4.479, -0.756)
C (-6.101, -3.262, -0.894)
N (-5.887, -2.657, 0.203)
C (-6.856, -1.433, 0.597)
C (-6.285, -0.302, -0.086)
H (-6.438, 0.805, 0.090)
H (-6.647, -0.138, -1.362)
C (-4.648, -0.524, -0.265)
C (-3.937, 0.785, 0.521)
N (-2.563, 0.432, 0.535)
H (-2.276, -0.715, 1.025)
C (-1.685, 0.413, -0.574)
C (-0.253, 0.254, -0.454)
C (0.495, -0.873, -0.223)
N (1.862, -0.598, -0.004)
N (1.833, 0.825, 0.228)
C (0.744, 1.444, -0.065)
C (0.281, 2.795, 0.273)
C (-0.937, 3.108, 0.672)
C (-1.351, 4.537, 1.076)
C (-0.383, 5.552, 0.531)
C (0.758, 5.148, 0.047)
C (1.159, 3.935, -0.525)
Cl (2.737, 3.411, -1.072)
H (1.506, 5.677, -0.482)
H (-0.602, 6.639, 0.564)
H (-2.246, 4.667, 1.506)
H (-1.510, 2.292, 1.192)
C (3.008, -1.084, -0.024)
C (2.943, -2.608, -0.088)
C (4.185, -3.264, 0.136)
C (5.353, -2.772, 0.165)
C (5.360, -1.313, 0.188)
C (4.263, -0.329, 0.141)
H (4.251, 0.553, -0.071)
H (6.344, -0.726, 0.509)
O (6.571, -3.209, 0.282)
C (6.525, -4.531, 0.371)
H (6.194, -5.151, 1.301)
H (6.083, -5.011, -0.404)
H (7.599, -4.957, 0.371)
H (4.052, -4.522, 0.149)
H (1.935, -3.059, -0.077)
H (0.481, -1.924, -0.586)
H (-1.886, -0.633, -1.221)
H (-1.809, 1.107, -1.104)
H (-3.965, 1.642, -0.108)
H (-4.414, 0.749, 1.565)
H (-4.290, -0.483, -1.332)
C (-4.567, -1.830, 0.362)
H (-3.661, -2.456, -0.155)
H (-4.264, -1.840, 1.570)
H (-7.702, -1.655, 0.361)
H (-6.759, -1.010, 1.823)
H (-7.262, -3.399, -1.047)
H (-5.857, -2.706, -1.709)
H (-5.786, -5.110, -1.631)



# 7
# C5H13N2

2 unconnected molecules or ions with the total composition C5H13N2 (the ωB97M-V functional and the def2-TZVPD basis, OMol25).

E_LUMO	-8.086	eV
relative energy (zero: lowest compared OMol25 entry of this formula, charge and spin)	717.5	kJ/mol
total charge	+1
electronic energy	-8363.3735	eV
gap between HOMO and LUMO	0.1742	Ha
spin multiplicity	1
E_HOMO	-12.827	eV

Element x y z (Å)
C (0.537, -0.300, 0.808)
N (4.789, 0.610, -0.030)
C (-0.521, 0.485, 0.643)
N (-0.738, 0.794, -0.969)
C (-1.465, -0.418, -1.327)
C (-2.664, -0.466, -0.277)
C (-1.879, -0.043, 1.061)
H (0.991, -0.414, 1.808)
H (0.598, -1.266, 0.351)
H (3.728, 0.562, -0.241)
H (5.192, 1.690, -0.090)
H (-0.253, 1.487, 1.073)
H (0.203, 0.441, -1.074)
H (5.137, -0.009, -0.802)
H (-0.854, -1.364, -1.230)
H (-1.851, -0.314, -2.340)
H (-3.532, 0.108, -0.411)
H (-2.983, -1.514, -0.289)
H (-2.585, 0.691, 1.465)
H (-1.848, -0.760, 1.871)



# 8
# C44H78In2N4O14

A molecular structure, C44H78In2N4O14 (the ωB97M-V functional and the def2-TZVPD basis, OMol25).

E_LUMO	-5.222	eV
electronic energy	-91845.9467	eV
gap between HOMO and LUMO	0.0898	Ha
spin multiplicity	1
E_HOMO	-7.666	eV

Element x y z (Å)
In (3.838, 2.252, 3.328)
In (0.984, 1.016, -0.551)
C (2.785, -0.653, 1.907)
O (3.223, 0.230, 1.191)
O (3.007, -0.629, 3.148)
O (1.741, -1.126, 1.500)
C (0.648, 3.206, 2.189)
O (-0.187, 2.372, 1.766)
O (0.872, 3.376, 3.387)
O (1.699, 3.226, 1.534)
C (5.384, 2.420, -2.297)
C (5.762, 3.746, -2.301)
C (4.721, 4.848, -2.161)
O (5.073, 6.050, -1.957)
C (3.409, 4.599, -2.189)
C (2.876, 3.214, -2.284)
C (4.031, 2.109, -2.283)
O (3.611, 0.923, -2.200)
O (1.670, 2.837, -2.447)
O (7.022, 3.964, -2.367)
H (6.091, 1.609, -2.390)
H (2.719, 5.389, -1.935)
C (-2.857, 0.252, -4.685)
C (-1.671, 1.204, -4.173)
C (-1.349, 2.387, -5.132)
C (-2.269, 3.549, -5.052)
C (-2.156, 4.063, -3.681)
C (-2.495, 2.954, -2.559)
N (-1.677, 1.729, -2.715)
O (-1.988, 0.660, -1.858)
C (-1.806, 3.674, -1.301)
C (-3.981, 2.768, -2.276)
C (-0.405, 0.292, -4.265)
H (-3.807, 0.466, -4.195)
H (-2.694, -0.824, -4.625)
H (-2.982, 0.360, -5.762)
H (-0.317, 2.735, -5.090)
H (-1.456, 1.915, -6.109)
H (-3.346, 3.384, -5.080)
H (-2.057, 4.318, -5.794)
H (-2.821, 4.909, -3.505)
H (-1.139, 4.452, -3.636)
H (-2.195, 4.692, -1.258)
H (-1.973, 3.302, -0.290)
H (-0.737, 3.854, -1.409)
H (-4.121, 2.238, -1.334)
H (-4.594, 3.663, -2.383)
H (-4.406, 2.180, -3.090)
H (-0.254, -0.532, -3.568)
H (0.509, 0.886, -4.268)
H (-0.347, -0.130, -5.268)
H (-2.902, 0.431, -2.041)
C (2.063, -3.803, -1.106)
C (3.132, -3.309, -1.999)
C (3.787, -4.697, -2.451)
C (4.637, -4.581, -3.668)
C (3.862, -3.914, -4.756)
C (3.274, -2.566, -4.407)
N (2.523, -2.622, -3.131)
O (1.906, -1.405, -2.729)
C (4.384, -1.510, -4.437)
C (2.275, -2.152, -5.524)
C (4.113, -2.513, -1.162)
H (1.262, -4.324, -1.630)
H (1.492, -3.018, -0.611)
H (2.345, -4.461, -0.284)
H (4.443, -5.112, -1.687)
H (2.979, -5.410, -2.614)
H (4.901, -5.625, -3.841)
H (5.616, -4.145, -3.469)
H (3.062, -4.575, -5.090)
H (4.692, -3.878, -5.462)
H (3.990, -0.495, -4.493)
H (5.022, -1.399, -3.560)
H (4.950, -1.591, -5.364)
H (1.423, -2.829, -5.579)
H (1.735, -1.263, -5.199)
H (2.651, -1.880, -6.510)
H (4.993, -2.124, -1.674)
H (4.420, -3.134, -0.320)
H (3.597, -1.606, -0.848)
H (2.660, -0.813, -2.777)
C (-1.265, 3.885, 6.416)
C (-0.749, 2.841, 7.403)
C (-1.899, 2.288, 8.242)
C (-2.678, 1.182, 7.619)
C (-1.925, -0.019, 7.230)
C (-0.719, 0.395, 6.312)
N (-0.053, 1.691, 6.763)
O (1.037, 2.121, 6.044)
C (0.305, -0.664, 6.420)
C (-1.203, 0.440, 4.849)
C (0.215, 3.515, 8.433)
H (-1.489, 4.809, 6.949)
H (-2.120, 3.576, 5.814)
H (-0.622, 4.336, 5.660)
H (-1.544, 1.986, 9.227)
H (-2.665, 3.056, 8.344)
H (-3.379, 1.488, 6.842)
H (-3.341, 0.822, 8.405)
H (-2.677, -0.598, 6.695)
H (-1.716, -0.607, 8.124)
H (-0.014, -1.667, 6.137)
H (1.026, -0.418, 5.641)
H (0.814, -0.660, 7.384)
H (-0.409, 0.274, 4.121)
H (-1.920, -0.373, 4.725)
H (-1.605, 1.431, 4.639)
H (1.243, 3.684, 8.111)
H (0.521, 2.894, 9.276)
H (-0.104, 4.497, 8.780)
H (0.622, 2.540, 5.287)
C (-3.368, -0.115, 1.063)
C (-3.096, -1.678, 1.001)
C (-4.468, -2.302, 0.563)
C (-4.338, -3.770, 0.133)
C (-3.391, -3.816, -1.148)
C (-2.034, -3.140, -0.870)
N (-2.042, -1.902, -0.017)
O (-0.829, -1.448, 0.272)
C (-1.261, -4.273, -0.092)
C (-1.329, -2.870, -2.262)
C (-2.714, -2.262, 2.350)
H (-4.058, 0.228, 1.834)
H (-3.620, 0.267, 0.074)
H (-2.466, 0.482, 1.196)
H (-5.138, -2.174, 1.414)
H (-5.053, -1.747, -0.170)
H (-5.318, -4.193, -0.085)
H (-3.852, -4.387, 0.889)
H (-3.887, -3.373, -2.011)
H (-3.239, -4.822, -1.538)
H (-1.342, -5.259, -0.551)
H (-0.198, -4.053, 0.007)
H (-1.695, -4.438, 0.894)
H (-2.069, -2.340, -2.860)
H (-0.389, -2.319, -2.292)
H (-1.014, -3.812, -2.711)
H (-1.962, -1.695, 2.899)
H (-2.385, -3.302, 2.366)
H (-3.543, -2.208, 3.055)
H (-0.461, -2.074, 0.900)



# 9
# H24O12Xe

A molecular structure, H24O12Xe (the ωB97M-V functional and the def2-TZVPD basis, OMol25).

E_LUMO	-0.402	eV
relative energy (zero: lowest compared OMol25 entry of this formula, charge and spin)	88.1	kJ/mol
electronic energy	-33922.3489	eV
gap between HOMO and LUMO	0.3544	Ha
spin multiplicity	1
E_HOMO	-10.047	eV

Element x y z (Å)
Xe (-18.595, 5.668, 2.151)
O (-15.066, 3.661, 2.788)
H (-14.820, 3.473, 3.694)
H (-15.006, 4.613, 2.715)
O (-22.218, 7.087, 1.693)
H (-22.845, 7.808, 1.754)
H (-22.115, 6.937, 0.754)
O (-18.177, 5.248, -1.840)
H (-18.575, 6.073, -1.563)
H (-18.018, 5.361, -2.777)
O (-18.298, 2.412, 4.559)
H (-17.755, 2.429, 3.770)
H (-18.327, 3.323, 4.849)
O (-21.530, 6.343, 4.404)
H (-22.205, 6.521, 5.059)
H (-21.870, 6.731, 3.598)
O (-21.392, 3.802, 3.710)
H (-21.245, 4.680, 4.061)
H (-21.731, 3.301, 4.452)
O (-17.144, 1.867, 2.150)
H (-17.433, 1.686, 1.256)
H (-16.556, 2.618, 2.066)
O (-20.128, 9.114, 1.364)
H (-19.734, 8.773, 0.561)
H (-20.782, 8.458, 1.607)
O (-19.421, 8.330, 4.238)
H (-19.314, 8.736, 3.378)
H (-20.215, 7.801, 4.157)
O (-16.288, 3.177, -0.880)
H (-16.803, 3.983, -0.929)
H (-15.386, 3.459, -1.030)
O (-18.381, 7.821, -0.838)
H (-18.339, 8.628, -1.351)
H (-17.497, 7.713, -0.488)
O (-21.787, 3.832, 0.848)
H (-21.372, 3.752, 1.707)
H (-22.196, 4.698, 0.859)